Computed, not measured: a molecular structure, C21H14CdClF4N4O5, with the ωB97M-V functional and the def2-TZVPD basis.

```
50
Properties=species:S:1:pos:R:3:lowdin_charge:R:1
Cd -1.55 -1.69 -0.06 1.476
C -0.14 -3.58 2.40 -0.022
C 0.64 -2.50 1.69 -0.351
C 0.67 -3.00 0.26 -0.095
C 0.02 -4.17 0.19 -0.066
C -0.48 -4.54 1.54 -0.066
H -0.42 -3.52 3.44 0.118
H 1.66 -2.43 2.08 0.155
H 1.22 -2.49 -0.53 0.123
H -0.10 -4.77 -0.70 0.113
H -1.05 -5.43 1.75 0.108
O -4.72 -0.73 2.44 -0.288
Cl -4.01 -1.11 1.28 0.651
O -4.85 -1.51 0.21 -0.309
O -3.09 -2.25 1.60 -0.460
O -3.10 -0.04 0.83 -0.423
C -0.39 1.01 2.35 -0.015
C 0.53 -0.17 2.57 -0.576
C 1.95 0.15 2.12 -0.008
C 0.47 -0.65 4.01 -0.021
O -0.02 -1.24 1.71 -0.190
H -0.09 1.82 3.01 0.099
H -1.42 0.74 2.56 0.079
H -0.33 1.37 1.32 0.083
H 2.28 1.06 2.62 0.104
H 1.99 0.33 1.05 0.078
H 2.66 -0.64 2.38 0.083
H 0.83 0.15 4.67 0.095
H 1.11 -1.52 4.18 0.082
H -0.55 -0.89 4.29 0.097
F -0.12 0.40 -0.88 -0.010
C 0.15 1.25 -1.92 -0.148
C 1.40 1.84 -1.92 -0.156
F 2.21 1.51 -0.89 0.065
C 1.81 2.77 -2.88 -0.068
C 0.80 3.04 -3.83 -0.152
C -0.44 2.43 -3.82 -0.161
F -1.28 2.73 -4.82 0.103
C -0.83 1.50 -2.87 -0.078
C -2.13 0.81 -2.86 -0.206
C -2.13 -0.49 -2.50 -0.262
N -1.98 -1.62 -2.17 -0.008
C -3.36 1.45 -3.18 -0.222
N -4.36 1.96 -3.44 0.128
F 1.05 3.90 -4.83 0.094
C 3.11 3.38 -2.88 -0.222
C 3.43 4.49 -3.70 -0.270
N 3.73 5.41 -4.33 0.101
C 4.16 2.91 -2.07 -0.275
N 5.06 2.53 -1.44 0.094
```

Computed properties:
Net charge: -1
Highest occupied orbital energy: -0.1487 hartree
Lowest unoccupied orbital energy: 0.0268 Ha
HOMO-LUMO gap: 4.78 eV
Energy above the lowest of the compared OMol25 structures with the same formula, charge and spin: 57.0 kJ/mol